*a*
C2H6N2O | wB97M-V/def2-TZVPD

frontier orbital gap (alpha / beta)	12.115 / 6.875	eV
E_HOMO (alpha / beta)	-0.6052 / -0.5850	hartree

Geometry as ORCA input:
```
! wB97M-V def2-TZVPD RIJCOSX def2/J DEFGRID3
* xyz 1 2
N -1.2041 -0.7447 -0.9003
C -0.9159 0.1389 0.2413
C 0.6019 -0.0017 0.6753
N 1.4531 0.8282 -0.0032
O 0.8150 -0.4358 1.7584
H -0.3720 -0.9759 -1.4398
H -1.6059 -1.6031 -0.5308
H -1.6867 -0.1036 0.9593
H -0.9206 1.1460 -0.1930
H 1.4634 0.9411 -1.0065
H 2.3718 0.8105 0.4394
*
```

=====

*b*
C2H6N2O | wB97M-V/def2-TZVPD

frontier orbital gap (alpha / beta)	6.823 / 2.899	eV
E_HOMO (alpha / beta)	-0.4511 / -0.4511	hartree

Geometry as ORCA input:
```
! wB97M-V def2-TZVPD RIJCOSX def2/J DEFGRID3
* xyz 1 2
O 4.2781 0.7357 1.0952
C 3.9793 0.0628 0.1266
H 4.1988 0.1885 -0.9295
H 3.6259 -0.9458 0.4240
N -2.0964 0.6147 -1.0664
C -2.3563 -0.0626 0.1707
N -1.8485 -1.1796 0.7012
H -2.0061 -0.0014 -1.9800
H -2.6547 1.4242 -1.0722
H -2.8400 0.6297 0.9151
H -2.2801 -1.4662 1.6153
*
```

=====

Short version: *a*, *b*, most stable first.

=====

*a*
C8H13N4 | wB97M-V/def2-TZVPD

SMILES	CNCC1=C(N)N=[NH+]C1=C1CC1
frontier orbital gap	6.336	eV
E_HOMO	-0.4473	hartree

Geometry as ORCA input:
```
! wB97M-V def2-TZVPD RIJCOSX def2/J DEFGRID3
* xyz 1 1
C 2.2747 0.4184 -0.7658
N 1.4732 -0.8498 -0.8517
C 0.9379 -1.4437 0.3536
C -0.1347 -0.6264 0.9469
C -0.5192 -0.4014 2.2720
N 0.1068 -0.8615 3.4597
N -1.5302 0.4494 2.3668
N -1.7783 0.8597 1.1671
C -0.9649 0.2631 0.2416
C -0.9692 0.6316 -1.0713
C -0.6938 0.2527 -2.4041
C -1.7515 1.4103 -2.0703
H 1.8504 1.1440 -1.4328
H 2.2100 0.7368 0.2326
H 3.3272 0.3667 -1.0428
H 1.4248 -1.3758 -1.7361
H 1.6194 -1.4764 1.2642
H 0.5064 -2.3878 -0.0528
H 0.0882 -1.8395 3.8399
H -0.2489 -0.1691 4.1430
H -2.5008 1.4539 0.9655
H -0.7312 -0.7296 -2.7564
H 0.1254 0.7847 -2.8073
H -1.3671 2.3552 -2.3370
H -2.7548 1.0345 -1.9243
*
```

=====

*b*
C8H13N4 | wB97M-V/def2-TZVPD

SMILES	C1=NN2CC[NH2+]CC2=CN2C[C@@H]12
frontier orbital gap	7.999	eV
E_HOMO	-0.4186	hartree

Geometry as ORCA input:
```
! wB97M-V def2-TZVPD RIJCOSX def2/J DEFGRID3
* xyz 1 1
C 2.0042 1.3948 0.0709
N 0.7899 1.7425 -0.1402
N -0.1627 0.8892 -0.3350
C -1.4939 1.4890 -0.2615
C -2.3172 0.7658 0.7960
N -2.6997 -0.5680 0.1959
C -1.4657 -1.1503 -0.5351
C -0.1156 -0.5929 -0.2102
C 0.9181 -1.3782 0.0575
N 2.2092 -1.0529 0.4338
C 3.4262 -0.8539 -0.3800
C 2.7056 0.2334 0.4663
H 2.7097 2.2651 -0.0043
H -2.1051 1.6265 -1.2031
H -1.3233 2.4039 0.2774
H -1.5534 0.6425 1.5848
H -3.0862 1.3459 1.1508
H -3.4752 -0.5618 -0.5212
H -3.0524 -1.1625 0.9158
H -1.7481 -0.9188 -1.6712
H -1.4996 -2.1945 -0.5386
H 0.7270 -2.4269 -0.0534
H 2.9981 -1.0775 -1.3640
H 4.4898 -1.2244 -0.2404
H 3.1201 0.3639 1.5089
*
```

=====

Short version: *a*, *b*, most stable first.

=====

*a*
H2IO2PS | wB97M-V/def2-TZVPD

SMILES	O=P(=S)I.O
frontier orbital gap	8.313	eV
E_HOMO	-0.3699	hartree

Geometry as ORCA input:
```
! wB97M-V def2-TZVPD RIJCOSX def2/J DEFGRID3
* xyz 0 1
O 1.7125 -0.7240 -1.1471
P 1.4349 0.4615 -0.3110
S 0.3190 2.0594 -0.4199
I 2.4823 0.0149 1.9584
O -1.9872 -0.4836 -0.3563
H -2.2397 0.0425 0.3411
H -1.7218 -1.3707 -0.0653
*
```

=====

*b*
H2IO2PS | wB97M-V/def2-TZVPD

frontier orbital gap (alpha / beta)	6.924 / 6.792	eV
E_HOMO (alpha / beta)	-0.3502 / -0.3363	hartree

Geometry as ORCA input:
```
! wB97M-V def2-TZVPD RIJCOSX def2/J DEFGRID3
* xyz 0 1
O -0.6367 -0.5695 -0.8298
O -0.0270 0.9178 1.0208
P 0.4767 0.5278 -0.4028
S 2.6314 -1.4580 0.3198
I -0.3205 2.3848 -1.7490
H -0.3897 -1.2926 -1.3341
H -0.8725 1.3086 0.9912
*
```

=====

Short version: *a*, *b*, most stable first.

=====

*a*
C7H9IO | wB97M-V/def2-TZVPD

SMILES	I[C@H]1COC2=CCC[C@@H]21
frontier orbital gap	9.078	eV
E_HOMO	-0.3205	hartree

Geometry as ORCA input:
```
! wB97M-V def2-TZVPD RIJCOSX def2/J DEFGRID3
* xyz 0 1
I 3.4842 0.3997 0.0165
C 1.6962 -0.3266 -0.8050
C 1.3131 -1.7666 -0.1567
O -0.1103 -2.0563 0.1637
C -0.8337 -0.9649 0.2949
C -1.9126 -0.2813 0.4899
C -1.8463 1.2543 0.4152
C -0.4612 1.5208 -0.3535
C 0.4173 0.2756 0.0447
H 1.6217 -0.2861 -1.9023
H 1.6148 -2.6111 -0.7397
H 1.9374 -1.8782 0.7535
H -2.8265 -0.7689 0.7979
H -2.6461 1.8090 -0.1444
H -1.8752 1.4932 1.4948
H 0.1531 2.4605 -0.0348
H -0.6248 1.4009 -1.4584
H 0.8988 0.3260 1.1239
*
```

=====

*b*
C7H9IO | wB97M-V/def2-TZVPD

frontier orbital gap	9.633	eV
E_HOMO	-0.3339	hartree

Geometry as ORCA input:
```
! wB97M-V def2-TZVPD RIJCOSX def2/J DEFGRID3
* xyz 0 1
C 1.1555 -1.2963 -0.0571
C 0.1277 -1.8976 0.5570
C 0.5045 -0.4457 -1.0731
C -1.0971 -1.2867 -0.1118
C -0.0793 0.8491 -0.3575
C -1.1223 0.2996 0.5202
C 0.8404 1.8861 0.3614
O -0.7061 -1.1015 -1.4012
I -3.0525 1.1747 0.2949
H 2.2082 -1.5625 0.2307
H 0.3397 -2.6951 1.3652
H 0.9667 -0.2056 -2.0424
H -2.1538 -1.5917 0.0078
H -0.5376 1.3304 -1.2682
H -0.7879 0.1818 1.6068
H 1.0379 1.5837 1.3613
H 0.5308 2.8916 0.0976
H 1.8252 1.8857 -0.0918
*
```

=====

Short version: *b*, *a*, most stable first.